No. 1
# C5H9F3O4S

C5H9F3O4S as an isolated structure in a non-equilibrium geometry (the ωB97M-V functional and the def2-TZVPD basis, the Open Molecules 2025 dataset).

Results
electronic energy	-32503.0198	eV
energy above the lowest of the compared OMol25 structures with the same formula, charge and spin	317.3	kJ/mol
frontier orbital gap	5.362	eV
F_max	0.038	hartree/bohr

Each line ends with the Mulliken charge.
CARTESIAN COORDINATES (ANGSTROEM)
1 S 0.466 -1.347 0.210  0.689
2 F 2.728 -0.242 1.157  -0.258
3 F 2.631 -0.374 -1.002  -0.232
4 F 3.006 -2.143 0.188  -0.259
5 O 0.882 -1.350 4.713  -0.241
6 O 0.244 -2.071 -1.079  -0.653
7 O 2.380 -3.713 3.430  -0.322
8 O -0.106 0.027 0.352  -0.653
9 C 0.369 -1.007 5.979  -0.771
10 C 0.238 -2.420 4.084  -0.348
11 C 0.993 -2.711 2.804  -0.493
12 C 2.329 -0.997 0.129  0.631
13 C 3.372 -3.132 3.864  0.010
14 H 0.644 -3.604 2.278  0.293
15 H 0.445 -1.862 6.672  0.317
16 H 0.983 -0.184 6.360  0.239
17 H 3.418 -2.035 3.940  0.279
18 H -0.813 -2.194 3.838  0.438
19 H -0.683 -0.688 5.899  0.298
20 H 1.643 -1.842 2.643  0.333
21 H 0.233 -3.290 4.763  0.402
22 H 4.267 -3.734 4.072  0.300

No. 2
# C41H37BiF5N7O6S4

C41H37BiF5N7O6S4 as an isolated structure in a non-equilibrium geometry (the ωB97M-V functional and the def2-TZVPD basis, the Open Molecules 2025 dataset).

Results
electronic energy	-128598.6282	eV
energy above the lowest of the compared OMol25 structures with the same formula, charge and spin	410.5	kJ/mol
frontier orbital gap	6.906	eV
F_max	0.061	hartree/bohr

Each line ends with the Mulliken charge.
CARTESIAN COORDINATES (ANGSTROEM)
1 Bi -0.698 -0.302 -1.083  2.110
2 S -0.469 1.258 3.285  -0.415
3 S -1.006 3.225 -4.620  -0.085
4 S 2.966 2.567 -1.902  -0.056
5 S -2.116 3.778 -1.345  0.158
6 F -1.977 -1.679 -3.239  -0.267
7 F -4.182 0.865 -2.190  -0.226
8 F -3.411 -1.741 -1.529  -0.229
9 F -3.007 0.752 -3.959  -0.140
10 F -4.543 -0.690 -3.665  -0.311
11 O 3.540 -2.460 -0.573  -0.508
12 O 3.057 -3.382 1.693  -0.850
13 O 1.624 3.371 -4.152  -0.530
14 O -0.229 0.205 -4.594  -0.387
15 O 1.358 -2.440 -0.961  -0.521
16 O -0.826 1.537 -2.099  -0.736
17 N 3.668 -1.679 3.141  0.205
18 N -1.513 -2.392 0.171  0.503
19 N -2.067 1.676 1.049  -0.886
20 N -1.964 0.257 0.798  0.959
21 N -1.425 3.514 2.264  -0.495
22 N 1.822 -0.430 -2.867  0.594
23 N 1.972 -3.230 3.714  0.220
24 C 1.248 1.886 -0.128  0.114
25 C -2.435 -2.084 1.111  0.071
26 C -0.959 2.669 -6.249  -0.266
27 C 2.037 0.334 -3.929  -1.171
28 C 3.579 2.130 -0.362  -0.553
29 C -3.000 -3.053 1.891  -0.588
30 C -3.593 0.033 -3.008  0.421
31 C -2.585 -0.917 -2.233  0.325
32 C -1.898 -4.701 0.515  -0.842
33 C -5.756 0.578 2.671  -0.775
34 C 0.994 -4.285 3.358  -1.012
35 C -3.509 -0.564 3.814  0.533
36 C 3.236 0.422 -4.590  -0.315
37 C -2.819 -4.381 1.490  -0.952
38 C 0.373 0.690 -5.797  0.075
39 C -5.762 0.215 4.032  -0.455
40 C -4.651 0.269 1.915  -0.168
41 C 2.896 -2.787 2.768  0.625
42 C 2.483 -2.070 -1.273  0.153
43 C -2.053 5.449 -0.943  -0.692
44 C -4.657 -0.392 4.601  -0.766
45 C 1.335 2.280 -1.440  -0.942
46 C 0.796 1.129 -4.423  -0.056
47 C 2.828 -1.169 -2.416  0.556
48 C -0.345 1.558 -6.693  -1.139
49 C 4.077 -1.181 -3.030  -0.512
50 C -3.541 -0.304 2.470  -0.944
51 C 4.303 -0.405 -4.149  -1.155
52 C 0.505 2.547 -3.892  1.744
53 C 3.222 -0.805 4.285  -0.427
54 C 2.894 -1.718 5.453  -0.702
55 C -2.582 -0.628 1.440  0.419
56 C 0.028 5.083 -1.825  -0.826
57 C 0.105 2.556 -2.341  1.623
58 C 4.658 -1.113 2.278  -1.355
59 C -1.259 -3.693 -0.115  -0.725
60 C -0.501 3.846 -1.873  0.120
61 C 2.528 1.744 0.437  -1.430
62 C -1.392 2.110 2.137  0.231
63 C 1.753 -2.561 4.973  -0.480
64 C -0.873 6.027 -1.259  -0.769
65 H -1.599 -5.702 0.278  0.481
66 H 1.063 -0.013 -6.271  0.451
67 H 1.050 -5.208 4.009  0.268
68 H -0.557 3.823 2.683  0.303
69 H 0.014 -3.893 3.298  0.335
70 H 3.332 1.168 -5.327  0.676
71 H -4.668 -0.733 5.635  0.420
72 H -3.044 5.892 -0.701  0.379
73 H 0.855 -1.990 4.760  0.171
74 H -0.400 1.231 -7.765  0.301
75 H 4.112 -0.335 1.649  0.427
76 H -0.492 -3.819 -0.874  0.653
77 H 5.421 -0.734 2.889  0.433
78 H 1.464 -3.358 5.715  0.367
79 H -0.668 7.091 -1.076  0.406
80 H 2.317 -0.160 3.967  -0.008
81 H 0.415 1.639 0.507  -0.291
82 H -1.581 3.227 -6.926  0.515
83 H 2.641 1.456 1.469  0.787
84 H -3.714 -2.749 2.586  0.792
85 H 4.859 -1.834 -2.614  0.479
86 H -3.387 -5.158 2.021  0.400
87 H 3.709 -2.394 5.789  0.293
88 H -2.586 -0.990 4.245  0.442
89 H 4.108 -0.210 4.436  0.494
90 H -6.600 0.976 2.154  0.449
91 H -4.699 0.478 0.879  0.506
92 H 2.747 -1.106 6.357  0.358
93 H 3.288 -2.991 0.332  0.440
94 H -6.720 0.324 4.619  0.286
95 H 4.646 1.990 -0.217  0.460
96 H 5.042 -1.884 1.602  0.366
97 H 1.334 4.250 -4.081  0.705
98 H -1.614 4.011 1.379  0.150
99 H 5.240 -0.346 -4.706  0.408
100 H 1.063 5.263 -2.021  0.514
101 H 1.331 -4.534 2.313  0.284

No. 3
# C7H19N4

C7H19N4 as an isolated structure in a non-equilibrium geometry (the ωB97M-V functional and the def2-TZVPD basis, the Open Molecules 2025 dataset).

Results
electronic energy	-13517.1567	eV
energy above the lowest of the compared OMol25 structures with the same formula, charge and spin	543.5	kJ/mol
frontier orbital gap	10.379	eV
F_max	0.086	hartree/bohr
net charge	+1

Each line ends with the Mulliken charge.
CARTESIAN COORDINATES (ANGSTROEM)
1 N -2.623 0.374 0.054  0.089
2 N 0.104 0.188 -0.107  0.174
3 N -1.428 -1.463 1.144  -0.220
4 N -2.856 1.466 -0.576  -0.555
5 C -0.272 -1.007 -2.236  -1.362
6 C -1.696 -0.272 0.535  0.071
7 C 1.672 -0.662 1.614  -1.279
8 C 0.758 -0.595 -1.146  -0.150
9 C 0.887 0.552 1.057  0.297
10 C 1.922 0.207 -1.742  -1.231
11 C -0.019 1.265 2.058  -1.349
12 H -2.229 1.690 -1.378  0.224
13 H 2.692 0.731 -1.212  0.309
14 H -1.221 -1.414 -1.723  0.271
15 H -1.949 -2.243 0.652  0.289
16 H 2.417 -0.331 -2.576  0.368
17 H -0.700 2.081 1.623  0.293
18 H 0.779 1.827 2.600  0.470
19 H -1.176 -1.466 2.155  0.258
20 H 0.252 -1.780 -2.689  0.486
21 H -0.684 0.803 2.911  0.279
22 H 1.163 -1.547 -0.933  0.405
23 H -3.852 1.738 -0.593  0.254
24 H 1.759 1.197 0.884  0.468
25 H -0.399 -0.231 -2.998  0.334
26 H 1.372 -0.780 2.738  0.358
27 H 1.511 -1.741 1.154  0.279
28 H 1.257 0.970 -2.338  0.289
29 H 2.747 -0.557 1.689  0.332
30 H -0.190 0.999 -0.619  0.549

No. 4
# C32H82N6O14PSn2

C32H82N6O14PSn2 as an isolated structure in a non-equilibrium geometry (the ωB97M-V functional and the def2-TZVPD basis, the Open Molecules 2025 dataset).

Results
electronic energy	-93059.7475	eV
energy above the lowest of the compared OMol25 structures with the same formula, charge and spin	0.0	kJ/mol
frontier orbital gap	5.559	eV
F_max	0.072	hartree/bohr
net charge	+1

Each line ends with the Mulliken charge.
CARTESIAN COORDINATES (ANGSTROEM)
1 Sn -3.361 -0.171 0.408  1.097
2 Sn -0.773 3.869 -0.211  1.478
3 P -0.237 0.687 0.013  -1.391
4 O -5.898 0.643 2.078  -0.082
5 O -1.094 -1.168 4.678  -0.594
6 O 1.004 1.574 -0.203  0.285
7 O -2.879 -3.312 1.440  -0.344
8 O 6.973 0.489 -0.790  -0.452
9 O 3.141 -3.859 2.451  -0.329
10 O -3.656 1.701 -4.877  -0.313
11 O -0.145 -0.848 0.203  0.562
12 O 1.571 -2.912 -3.699  -0.504
13 O 3.703 0.630 3.886  -0.522
14 O -1.256 0.914 -1.143  -0.357
15 O 1.012 4.941 -2.483  -0.281
16 O -4.586 -0.876 -2.128  0.186
17 O -1.034 1.377 1.202  -1.092
18 N -0.567 2.508 -3.064  0.633
19 N -3.493 -0.487 3.571  0.052
20 N 3.810 2.362 -0.529  -0.602
21 N 1.722 -2.637 -0.703  -0.262
22 N -2.201 -1.939 -0.949  0.578
23 N 1.251 2.867 2.154  -0.094
24 C 0.200 -1.734 4.766  -0.394
25 C 2.904 -4.946 3.272  -0.800
26 C 1.762 2.939 4.553  -1.814
27 C -2.469 0.571 3.761  -1.385
28 C 0.585 -3.120 -4.673  -0.654
29 C -3.858 -1.886 -2.838  -0.950
30 C 4.729 1.353 -1.060  2.038
31 C 6.545 -0.844 -0.580  -0.446
32 C -2.857 2.202 -3.839  -0.032
33 C -2.430 -1.567 -2.344  -0.033
34 C 2.262 5.531 -2.112  -0.703
35 C -5.372 1.169 3.309  -0.393
36 C 3.921 -0.758 3.868  -0.388
37 C 0.845 2.669 -3.368  0.636
38 C -5.867 -0.532 -2.647  -0.905
39 C -1.915 -3.323 -0.772  -1.037
40 C -3.739 2.472 -6.067  -0.782
41 C 6.058 1.454 -0.323  -0.706
42 C 2.646 1.068 3.043  1.372
43 C -7.064 1.271 1.590  -0.843
44 C -2.790 -3.317 2.859  -0.334
45 C -4.755 -0.004 4.124  -1.181
46 C 1.320 -1.717 -2.950  0.214
47 C -1.714 -3.649 0.720  0.119
48 C 4.802 1.587 -2.581  -1.425
49 C -1.077 -0.081 3.767  1.137
50 C 1.178 4.130 -3.657  -1.015
51 C -1.386 2.292 -4.255  -0.615
52 C 2.159 -3.796 1.420  -0.297
53 C 2.244 2.551 3.168  0.344
54 C 2.155 -1.639 -1.707  0.999
55 C 2.588 -2.712 0.470  0.364
56 H 3.792 1.731 -2.964  0.161
57 H -2.519 0.972 4.777  0.544
58 H 2.104 -0.640 -1.267  -1.105
59 H -0.312 0.641 4.059  -0.102
60 H 0.831 -3.815 -5.475  0.332
61 H -1.362 -1.460 -0.618  -0.334
62 H -6.357 0.147 -1.944  0.174
63 H -3.009 1.631 -2.922  -0.246
64 H 0.929 -2.125 -0.306  -0.632
65 H 3.630 -2.908 0.211  0.570
66 H -0.856 -3.019 0.970  -0.368
67 H 1.034 -1.051 4.939  0.259
68 H -6.936 2.357 1.655  0.405
69 H -3.867 -1.699 -3.911  0.583
70 H -4.063 3.492 -5.847  0.340
71 H 2.929 0.898 1.998  -0.247
72 H 3.931 2.360 0.482  0.098
73 H 2.679 6.184 -2.884  0.365
74 H -6.247 1.372 3.936  0.481
75 H 1.332 3.942 4.567  0.441
76 H 2.227 5.973 -1.120  0.321
77 H 0.179 -2.460 5.578  0.390
78 H -7.952 1.075 2.195  0.292
79 H 1.106 2.269 5.109  0.236
80 H 2.867 1.959 -0.589  -0.266
81 H -4.564 2.036 -6.629  0.250
82 H 4.181 0.424 -0.911  -0.613
83 H 6.016 -1.170 -1.479  0.210
84 H 1.599 2.422 1.307  -0.168
85 H 1.344 2.012 -4.084  0.457
86 H 2.041 -4.740 0.885  0.517
87 H -2.659 -3.974 -1.241  0.584
88 H -1.212 1.285 -4.653  0.226
89 H -4.186 -2.869 -2.504  0.333
90 H 0.375 4.438 -4.332  0.212
91 H -2.250 -0.495 -2.444  0.005
92 H 1.294 2.478 -2.387  -0.524
93 H 1.749 0.449 3.167  -0.550
94 H -4.680 0.206 5.194  0.469
95 H -1.741 -1.979 -3.089  -0.044
96 H 0.207 -2.228 -5.185  0.256
97 H 0.436 2.266 2.282  0.111
98 H -2.503 1.303 2.958  0.186
99 H -3.245 3.184 -3.530  0.321
100 H 5.884 1.348 0.755  0.397
101 H 1.568 -0.891 -3.624  0.494
102 H 1.221 -3.482 1.893  -0.345
103 H 6.483 2.452 -0.441  0.437
104 H -1.897 -2.773 3.175  -0.005
105 H 5.286 0.759 -3.101  0.334
106 H 3.763 -5.047 3.941  0.297
107 H 4.647 -1.059 3.103  0.211
108 H -5.517 -0.782 4.048  0.440
109 H 0.283 -1.618 -2.610  -0.638
110 H -3.704 -2.811 3.163  0.186
111 H 2.117 -4.924 4.041  0.256
112 H -1.565 -4.720 0.871  0.565
113 H 3.134 3.100 2.851  0.548
114 H -1.017 -3.517 -1.373  0.205
115 H 2.102 4.228 -4.224  0.477
116 H -6.572 -1.363 -2.553  0.317
117 H -0.754 1.774 -2.381  -0.334
118 H 0.389 -2.286 3.839  -0.108
119 H -5.822 -0.097 -3.644  0.275
120 H -7.232 1.031 0.542  0.128
121 H -3.142 -1.356 3.952  0.157
122 H 3.039 -1.280 3.486  -0.087
123 H 2.712 -5.881 2.737  0.341
124 H 4.266 -1.159 4.819  0.329
125 H -1.187 3.029 -5.032  0.637
126 H 3.196 -1.851 -1.960  0.669
127 H 5.433 2.457 -2.772  0.363
128 H -2.818 2.412 -6.647  0.291
129 H 5.784 -0.937 0.199  -0.012
130 H -2.740 -4.373 3.132  0.401
131 H 2.626 3.047 5.213  0.429
132 H -4.812 2.105 3.312  0.360
133 H 3.107 4.832 -2.116  0.179
134 H -0.827 -0.490 2.782  -0.089
135 H 2.515 -1.709 0.911  -0.325
136 H 7.394 -1.485 -0.351  0.378
137 H -0.253 -3.550 -4.111  0.171

Question: Which value of F_max does entry 1 give?
Answer: 0.038 hartree/bohr

Question: Which value of energy above the lowest of the compared OMol25 structures with the same formula, charge and spin does entry 3 give?
Answer: 543.5 kJ/mol